Here is an isolated molecule of C8H16Si in a non-equilibrium geometry from OMol25. Energies are from ωB97M-V with the def2-TZVPD basis set.

The geometry in ORCA input format:
```
! RIJCOSX wB97M-V def2-TZVPD def2/J DEFGRID3
* xyz 0 1
C -1.8081 -1.8171 0.3798
C -1.5813 -0.3627 0.5377
Si -2.4271 0.7204 -0.6491
C -0.5157 0.4683 -0.3950
C 0.4967 -0.3027 -1.3369
C 1.5917 -0.9263 -0.4345
C 2.3463 0.2734 0.1788
C 1.3938 1.0245 1.1662
C 0.1581 1.5068 0.3511
H -2.8997 -1.9817 0.3789
H -1.3983 -2.4180 1.1885
H -1.3365 -2.3144 -0.5247
H -1.4513 -0.0162 1.5739
H -3.2987 0.2235 -1.8074
H -2.6289 2.0806 -0.1881
H 0.8582 0.4527 -1.9222
H -0.2398 -1.0198 -1.8835
H 2.0990 -1.5737 -1.0775
H 1.2166 -1.6575 0.2776
H 3.2589 -0.0163 0.6041
H 2.7327 0.9290 -0.6211
H 1.1564 0.4695 2.0739
H 2.1043 1.8514 1.5097
H -0.4936 2.2144 0.9908
H 0.6663 2.1918 -0.3709
*
```

Electronic energy in eV: -16430.4534
SMILES: C[C@@H]1[SiH2]C12CCCCC2
Energy above the lowest of the compared OMol25 structures with the same formula, charge and spin in kcal per mole: 71.9